No. 1
This record from the Open Molecules 2025 dataset describes a structure of composition C4H10N2O. The level of theory is ωB97M-V/def2-TZVPD.

Properties
HOMO energy = -7.609 eV
F_max = 3.7 eV/Å
HOMO-LUMO gap = 8.04 eV
Calculated total energy = -342.9589 hartree

Each line ends with the Löwdin charge.
Atoms and positions in Å:
C: -0.9588 -0.8245 0.2080  -0.180
C: -0.4618 -1.8092 -0.8280  -0.175
C: -0.8587 1.0584 -0.6847  -0.309
O: -1.4697 1.3124 -1.6911  0.005
H: -0.9303 1.6530 0.2332  0.089
H: -2.0454 -0.7245 0.1817  0.059
H: -0.8155 -1.1753 1.2267  0.061
H: -0.6900 -1.4758 -1.8421  0.063
H: -0.8741 -2.8098 -0.6781  0.063
H: 0.6246 -1.9017 -0.7556  0.050
N: 1.0415 0.9837 -0.5063  -0.008
C: 1.2657 0.8614 1.7487  -0.006
N: 1.0586 0.1568 0.6454  -0.108
H: 1.2365 0.5282 -1.3928  0.130
H: 1.6066 1.8302 -0.3314  0.131
H: 1.3189 1.9524 1.8015  0.069
H: 0.9520 0.3841 2.6649  0.067

Force components x, y, z for each atom (eV/Å):
C -1.97 1.14 -2.18
C 0.19 0.12 0.20
C -2.08 -1.51 2.62
O 1.47 -0.81 0.10
H 0.24 0.47 0.15
H -0.29 -0.15 -0.47
H 0.82 0.62 0.15
H -0.19 -0.06 0.00
H -0.04 -0.01 -0.11
H 0.06 -0.09 0.02
N 0.77 0.40 0.49
C -1.91 -1.20 -2.30
N 2.04 2.28 1.76
H 0.49 -0.34 0.42
H -0.51 -0.40 -0.61
H 0.29 -0.04 -0.40
H 0.64 -0.40 0.17

---

No. 2
This record from the Open Molecules 2025 dataset describes an isolated molecule of C4H10N2O. The level of theory is ωB97M-V/def2-TZVPD.

Properties
HOMO energy = -9.144 eV
SMILES = CN(C)C(=O)CN
F_max = 3.7 eV/Å
HOMO-LUMO gap = 9.77 eV
Calculated total energy = -343.1078 hartree

Each line ends with the Löwdin charge.
Atoms and positions in Å:
C: -1.4215 1.3232 1.0510  -0.067
N: -0.4155 0.8194 0.1510  -0.147
C: -1.0788 0.3754 -1.1051  -0.037
C: 0.5347 0.1039 0.8106  -0.386
O: 0.7952 0.3476 2.0386  -0.017
C: 1.6542 -0.7323 0.1420  -0.223
N: 1.5608 -1.9082 -0.6375  -0.033
H: -2.3466 0.6484 0.9570  0.108
H: -1.0817 1.2642 2.0678  0.073
H: -1.6547 2.2844 0.6119  0.092
H: -0.8044 1.1504 -1.8637  0.102
H: -2.1295 0.2388 -1.0072  0.066
H: -0.5802 -0.4792 -1.5407  0.065
H: 2.2174 -0.0639 -0.5836  0.145
H: 2.3132 -0.8626 0.9685  0.092
H: 1.6796 -2.0176 -1.6680  0.092
H: 0.7577 -2.4918 -0.3927  0.074

Force components x, y, z for each atom (eV/Å):
C -1.90 -0.47 -0.81
N -1.05 -2.20 0.09
C 3.14 1.32 -1.15
C 2.27 0.60 2.67
O -1.09 -0.86 -3.21
C 1.22 2.23 -2.14
N -1.96 -2.91 -1.06
H 1.05 1.00 0.28
H 0.13 0.67 0.23
H -0.54 0.57 0.83
H -0.94 -0.28 0.44
H -0.65 -0.09 0.15
H -0.07 -0.63 0.33
H -0.62 0.09 1.19
H 0.47 -0.35 0.67
H -0.04 1.23 1.45
H 0.57 0.05 0.03

---

No. 3
This record from the Open Molecules 2025 dataset describes a structure of composition C4H10N2O. The level of theory is ωB97M-V/def2-TZVPD.

Properties
HOMO energy = -8.452 eV
F_max = 1.9 eV/Å
HOMO-LUMO gap = 9.13 eV
Calculated total energy = -343.0803 hartree

Each line ends with the Löwdin charge.
Atoms and positions in Å:
C: 0.1570 0.1311 -0.6781  -0.379
C: -1.5841 -0.6478 0.7409  -0.287
C: -0.6533 -0.9455 -0.9998  -0.018
C: 1.5955 0.0011 -0.2284  -0.220
N: -0.3353 1.3911 -0.8974  0.138
N: 1.8446 0.4208 1.1445  0.007
O: -2.3295 0.3179 0.4237  -0.176
H: 0.2095 2.1374 -0.4796  0.100
H: -1.3380 1.4396 -0.6484  0.093
H: 1.5075 1.3625 1.3120  0.065
H: 1.3847 -0.2008 1.7997  0.061
H: -0.8958 -0.5700 1.6038  0.089
H: -1.9786 -1.6719 0.7202  0.096
H: -1.5012 -0.8224 -1.6525  0.103
H: -0.2416 -1.9415 -0.9381  0.090
H: 2.2138 0.6301 -0.8761  0.120
H: 1.9447 -1.0318 -0.3462  0.118

Force components x, y, z for each atom (eV/Å):
C -0.14 -0.02 -1.77
C -1.82 0.59 0.16
C 1.44 0.02 0.44
C -0.12 -0.04 0.29
N 0.36 -0.44 0.62
N 0.13 -0.01 0.17
O -0.03 -0.20 0.88
H -0.12 -0.07 -0.05
H 0.11 -0.10 -0.09
H 0.03 -0.11 0.07
H -0.01 0.13 -0.03
H 0.50 0.24 -0.39
H -0.01 -0.16 -0.37
H -0.26 0.09 0.28
H 0.21 -0.05 -0.10
H -0.09 -0.11 -0.10
H -0.17 0.24 -0.02

---

No. 4
This record from the Open Molecules 2025 dataset describes an isolated molecule of C4H10N2O. The level of theory is ωB97M-V/def2-TZVPD.

Properties
HOMO energy = -8.735 eV
SMILES = CNCCNC=O
F_max = 2.1 eV/Å
HOMO-LUMO gap = 9.59 eV
Calculated total energy = -343.1455 hartree

Each line ends with the Löwdin charge.
Atoms and positions in Å:
C: 1.8850 -2.2786 0.1680  -0.133
N: 1.5730 -0.9509 -0.3548  -0.127
C: 1.3733 0.1243 0.5956  -0.254
C: 0.2136 1.0186 0.2160  -0.157
N: -1.0418 0.2318 0.3359  0.013
C: -2.1781 0.6701 -0.2462  -0.375
O: -2.2120 1.6481 -0.9724  0.005
H: 0.9824 -2.8669 0.3709  0.071
H: 2.4935 -2.8153 -0.5633  0.070
H: 2.5116 -2.2487 1.0602  0.074
H: 0.8732 -1.0420 -1.0640  0.093
H: 1.3017 -0.2468 1.6187  0.110
H: 2.2537 0.7715 0.5788  0.110
H: 0.3026 1.2866 -0.8323  0.125
H: 0.1094 1.8028 0.9576  0.124
H: -1.0812 -0.4028 1.1108  0.125
H: -3.0859 0.0782 -0.0528  0.127

Force components x, y, z for each atom (eV/Å):
C 0.14 0.07 -0.36
N 0.71 -0.57 0.31
C 0.41 0.25 -0.56
C -1.07 -1.64 0.71
N 0.50 0.18 -0.19
C -0.04 0.63 -0.41
O -0.10 -0.31 0.09
H 0.09 -0.09 0.20
H -0.17 -0.10 -0.07
H -0.19 0.29 0.09
H -0.46 0.33 -0.08
H -0.30 -0.11 0.17
H 0.16 0.05 0.17
H 0.00 0.69 0.18
H 0.40 0.77 -0.51
H -0.23 -0.29 0.05
H 0.13 -0.15 0.21

---

No. 5
This record from the Open Molecules 2025 dataset describes an isolated molecule of C4H10N2O. The level of theory is ωB97M-V/def2-TZVPD.

Properties
HOMO energy = -7.835 eV
SMILES = C=C(NC)N(C)O
F_max = 4.5 eV/Å
HOMO-LUMO gap = 8.63 eV
Calculated total energy = -343.0351 hartree

Each line ends with the Löwdin charge.
Atoms and positions in Å:
C: -1.8255 1.3549 -0.0244  0.043
C: -0.8385 0.4626 -0.1146  -0.391
N: -0.9363 -0.8689 -0.3228  -0.049
C: -0.2006 -1.8784 0.4105  -0.107
N: 0.5833 1.0025 -0.0990  -0.225
C: 1.6894 0.5106 -0.8949  -0.084
O: 1.0335 1.5615 1.1077  -0.034
H: -1.5889 2.4113 0.0375  0.061
H: -2.8656 1.0576 -0.0441  0.047
H: -2.0285 -1.0356 -0.2877  0.176
H: 0.5586 -2.3390 -0.2261  0.073
H: -0.8710 -2.6728 0.7521  0.082
H: 0.3267 -1.5636 1.3150  0.076
H: 1.3354 0.1743 -1.8741  0.090
H: 2.2231 -0.3076 -0.3961  0.068
H: 2.4126 1.3155 -1.0730  0.083
H: 0.9923 0.8149 1.7341  0.091

Force components x, y, z for each atom (eV/Å):
C 0.05 0.11 0.04
C 3.58 2.60 0.40
N -4.26 -1.47 -0.22
C 0.51 -0.60 0.21
N -1.85 -0.06 -0.77
C -0.31 -0.30 0.19
O -0.48 -0.74 0.31
H -0.03 -0.24 -0.16
H 0.00 -0.08 0.22
H 3.03 -0.12 -0.33
H -0.07 -0.01 -0.03
H 0.00 0.14 -0.24
H -0.15 0.54 -0.02
H -0.13 -0.02 0.24
H 0.11 -0.16 -0.10
H -0.26 -0.03 0.15
H 0.25 0.44 0.08

---

No. 6
This record from the Open Molecules 2025 dataset describes an isolated molecule of C4H10N2O. The level of theory is ωB97M-V/def2-TZVPD.

Properties
HOMO energy = -9.296 eV
SMILES = CC(=O)NCCN
F_max = 2.4 eV/Å
HOMO-LUMO gap = 10.17 eV
Calculated total energy = -343.1567 hartree

Each line ends with the Löwdin charge.
Atoms and positions in Å:
C: 1.5520 0.5688 -1.7557  0.004
C: 1.5832 0.6422 -0.2456  -0.540
O: 2.3581 1.3506 0.3672  0.038
N: 0.7530 -0.2019 0.4386  0.044
C: -0.4064 -0.9368 -0.0039  -0.189
C: -1.6895 -0.1419 0.4141  -0.273
N: -1.8900 0.0231 1.8368  -0.010
H: 2.5297 0.3512 -2.1931  0.088
H: 1.1758 1.4518 -2.2643  0.086
H: 1.0007 -0.3307 -2.0194  0.054
H: 1.0448 -0.1893 1.4092  0.144
H: -0.3777 -1.8790 0.5479  0.113
H: -0.5951 -1.1428 -1.0540  0.106
H: -2.6038 -0.5005 -0.0672  0.101
H: -1.4892 0.8527 0.0020  0.111
H: -1.3997 0.8314 2.2101  0.068
H: -1.5458 -0.7488 2.3772  0.054

Force components x, y, z for each atom (eV/Å):
C 0.03 -0.97 -0.31
C 0.25 0.13 -0.41
O 0.16 0.12 0.01
N 0.97 0.29 -0.80
C -1.77 0.15 1.61
C 0.85 0.40 -0.29
N 0.07 0.52 0.47
H 0.25 0.39 0.55
H -0.23 0.05 0.24
H -0.44 0.29 -0.37
H -0.65 -0.28 0.01
H -0.20 -0.23 -0.27
H 1.10 0.08 -0.21
H 0.17 -0.34 0.04
H -0.35 0.02 -0.06
H -0.15 -0.05 -0.28
H -0.07 -0.58 0.10

---

Copy entry 4 word for word.
This record from the Open Molecules 2025 dataset describes an isolated molecule of C4H10N2O. The level of theory is ωB97M-V/def2-TZVPD.

Properties
HOMO energy = -8.735 eV
SMILES = CNCCNC=O
F_max = 2.1 eV/Å
HOMO-LUMO gap = 9.59 eV
Calculated total energy = -343.1455 hartree

Each line ends with the Löwdin charge.
Atoms and positions in Å:
C: 1.8850 -2.2786 0.1680  -0.133
N: 1.5730 -0.9509 -0.3548  -0.127
C: 1.3733 0.1243 0.5956  -0.254
C: 0.2136 1.0186 0.2160  -0.157
N: -1.0418 0.2318 0.3359  0.013
C: -2.1781 0.6701 -0.2462  -0.375
O: -2.2120 1.6481 -0.9724  0.005
H: 0.9824 -2.8669 0.3709  0.071
H: 2.4935 -2.8153 -0.5633  0.070
H: 2.5116 -2.2487 1.0602  0.074
H: 0.8732 -1.0420 -1.0640  0.093
H: 1.3017 -0.2468 1.6187  0.110
H: 2.2537 0.7715 0.5788  0.110
H: 0.3026 1.2866 -0.8323  0.125
H: 0.1094 1.8028 0.9576  0.124
H: -1.0812 -0.4028 1.1108  0.125
H: -3.0859 0.0782 -0.0528  0.127

Force components x, y, z for each atom (eV/Å):
C 0.14 0.07 -0.36
N 0.71 -0.57 0.31
C 0.41 0.25 -0.56
C -1.07 -1.64 0.71
N 0.50 0.18 -0.19
C -0.04 0.63 -0.41
O -0.10 -0.31 0.09
H 0.09 -0.09 0.20
H -0.17 -0.10 -0.07
H -0.19 0.29 0.09
H -0.46 0.33 -0.08
H -0.30 -0.11 0.17
H 0.16 0.05 0.17
H 0.00 0.69 0.18
H 0.40 0.77 -0.51
H -0.23 -0.29 0.05
H 0.13 -0.15 0.21

---

What is the HOMO energy in the second record?
-9.144 eV